C23H44Cl3MgN8O2Si | ωB97M-V/def2-TZVPD

```
82
C23H44Cl3MgN8O2Si, DFT ωB97M-V/def2-TZVPD
Mg 0.76 0.01 0.70
N -3.52 0.96 1.43
C -4.68 0.20 0.95
C -4.41 -1.31 0.97
C -3.45 -1.84 -0.11
N -2.04 -1.54 0.17
C -3.82 -1.26 -1.49
C -3.94 0.26 -1.49
N -2.62 0.88 -1.11
C -5.02 0.66 -0.48
H -2.99 0.48 2.14
H -3.80 1.87 1.78
H -2.68 1.06 -0.07
H -5.54 0.39 1.59
H -5.37 -1.81 0.83
H -4.02 -1.59 1.95
H -3.61 -2.93 -0.16
H -1.43 -1.92 -0.55
H -1.79 -2.02 1.03
H -4.78 -1.68 -1.80
H -3.08 -1.58 -2.22
H -4.21 0.61 -2.49
H -2.41 1.75 -1.61
H -1.80 0.27 -1.20
H -5.96 0.20 -0.78
H -5.16 1.74 -0.49
O 0.61 -0.83 -0.85
N 0.34 0.71 -0.96
C 3.84 2.47 2.95
C 2.56 2.09 2.47
N 1.87 -0.03 2.55
C 2.69 -1.01 2.59
N 2.62 -1.90 1.65
C 3.89 -2.61 1.43
C 5.09 -1.67 1.62
C 5.13 -1.05 3.02
N 3.84 -0.45 3.38
C 3.80 0.99 4.06
H 3.90 3.41 3.50
H 4.64 2.41 2.22
H 0.91 2.19 2.33
H 1.69 1.23 3.72
H 1.14 1.32 1.48
H 3.85 -2.99 0.42
H 3.96 -3.45 2.12
H 5.01 -0.88 0.87
H 6.02 -2.21 1.46
H 5.89 -0.26 3.06
H 5.38 -1.81 3.76
H 4.60 1.02 4.80
H 2.83 1.08 4.53
C -0.56 -1.73 -3.54
N 0.66 -1.45 -4.27
C 0.39 -1.18 -5.66
C 1.57 -0.51 -3.61
C 1.00 0.89 -3.39
C 0.99 1.76 -4.48
C 0.47 3.04 -4.43
C -0.02 3.51 -3.22
C -0.01 2.69 -2.11
C 0.47 1.35 -2.16
H -0.98 -2.67 -3.88
H -1.32 -0.93 -3.69
H -0.32 -1.79 -2.48
H -0.14 -2.04 -6.09
H 1.33 -1.07 -6.21
H -0.23 -0.29 -5.82
H 2.45 -0.43 -4.24
H 1.85 -0.93 -2.65
H 1.42 1.41 -5.41
H 0.47 3.67 -5.31
H -0.40 4.52 -3.14
H -0.34 3.07 -1.15
C -0.60 -1.43 3.68
O -1.08 -0.42 2.74
H 0.45 -1.27 3.93
H -0.70 -2.41 3.22
H -1.18 -1.36 4.60
Cl -0.44 1.37 5.18
Si -0.34 1.07 3.18
Cl -1.04 2.74 2.17
Cl 1.45 1.19 2.57
```

Calculated values
Lowest unoccupied orbital energy ... -4.03 eV
Strongest force on any atom ... 15.4 eV/Å
Net charge ... +1
Energy above the lowest of the compared OMol25 structures with the same formula, charge and spin ... 856.56 kcal per mole
HOMO level ... -8.211 eV
E_tot ... -91437.976 eV
Multiplicity ... 1

Here are the Löwdin charges for atoms 1 to 6, given in e: 0.61, 0.01, -0.35, -0.10, -0.35, 0.06

C23H44F9N4O7P2SSbSe4Ti | ωB97M-V/def2-TZVPD

```
96
C23H44F9N4O7P2SSbSe4Ti, DFT ωB97M-V/def2-TZVPD
Ti -0.14 -0.68 0.24
C -3.08 -2.85 2.28
C -2.74 -2.96 0.78
C -4.05 -3.18 0.00
O -2.04 -1.88 0.31
P -2.82 0.15 0.62
O -1.36 0.64 0.38
C -3.20 0.04 -1.26
P -1.59 -0.02 -2.09
O -0.58 -1.05 -1.76
O -0.83 1.36 -2.13
C -1.35 2.66 -2.46
C -0.67 3.12 -3.74
C -1.09 3.57 -1.28
O -1.91 -0.12 -3.69
C -2.67 -1.09 -4.38
C -2.60 -2.47 -3.75
C -4.11 -0.60 -4.55
O -3.48 1.83 0.61
C -4.37 2.15 1.63
C -5.80 1.74 1.25
C -4.26 3.65 1.90
H -3.59 -3.75 2.61
H -3.72 -1.99 2.44
H -2.17 -2.72 2.86
H -2.12 -3.87 0.64
H -4.73 -2.35 0.18
H -4.53 -4.11 0.30
H -3.84 -3.25 -1.07
H -3.73 0.94 -1.59
H -3.78 -0.84 -1.51
H -2.44 2.55 -2.63
H 0.40 3.24 -3.55
H -1.09 4.08 -4.06
H -0.82 2.38 -4.52
H -0.02 3.59 -1.05
H -1.64 3.21 -0.42
H -1.40 4.59 -1.50
H -2.19 -1.14 -5.38
H -3.19 -2.50 -2.84
H -1.57 -2.72 -3.49
H -2.98 -3.23 -4.44
H -4.64 -0.63 -3.60
H -4.63 -1.23 -5.27
H -4.10 0.43 -4.91
H -4.10 1.59 2.55
H -6.10 2.22 0.32
H -6.50 2.01 2.05
H -5.83 0.66 1.11
H -4.45 4.20 0.98
H -3.26 3.90 2.24
H -4.97 3.96 2.66
N -0.33 2.51 2.26
N -0.92 1.86 3.35
C -0.93 0.45 3.34
N -1.56 -0.07 4.49
S 0.28 -0.49 2.60
H 0.01 3.43 2.53
H -0.96 2.59 1.45
H -1.84 2.22 3.62
H -1.44 0.52 5.31
H -1.21 -1.01 4.70
Se 5.63 2.83 -0.46
Sb 3.24 2.83 0.04
Se 1.45 0.78 0.23
Se 2.04 1.55 -1.72
Se 2.54 5.18 -0.09
C 3.61 -2.13 -4.87
C 2.30 -1.40 -4.53
C 1.10 -2.14 -5.14
C 2.34 0.06 -4.99
C 2.16 -1.45 -3.10
N 2.10 -1.55 -1.96
H 3.73 -2.16 -5.96
H 3.60 -3.14 -4.49
H 4.45 -1.60 -4.44
H 1.16 -2.12 -6.23
H 0.18 -1.65 -4.84
H 1.07 -3.18 -4.81
H 2.55 0.10 -6.06
H 3.09 0.62 -4.44
H 1.38 0.53 -4.80
F 3.60 -3.35 -0.90
C 3.20 -2.97 0.32
F 3.98 -3.68 1.16
F 3.51 -1.70 0.49
C 1.69 -3.21 0.59
O 0.95 -2.15 0.35
C 1.27 -4.44 -0.25
F 0.15 -5.03 0.20
F 1.04 -4.14 -1.53
F 2.21 -5.40 -0.24
C 1.57 -3.61 2.08
F 0.30 -3.62 2.49
F 2.23 -2.76 2.86
F 2.05 -4.84 2.35
```

Calculated values
Lowest unoccupied orbital energy (alpha / beta) ... 3.82 / 3.81 eV
Strongest force on any atom ... 5.1 eV/Å
Net charge ... -2
Energy above the lowest of the compared OMol25 structures with the same formula, charge and spin ... 96.96 kcal per mole
HOMO level (alpha / beta) ... -0.767 / -1.186 eV
E_tot ... -389773.395 eV
Multiplicity ... 3

Here are the Löwdin charges for atoms 1 to 6, given in e: 0.27, -0.08, -0.56, -0.06, -0.40, 0.90

C23H44N2O15 | ωB97M-V/def2-TZVPD

```
84
C23H44N2O15, DFT ωB97M-V/def2-TZVPD
C -1.09 0.46 -4.26
O 0.28 0.54 -3.84
C 0.57 -0.17 -2.72
O -0.41 -1.04 -1.98
O 1.88 0.08 -2.34
C 2.20 -0.22 -0.99
H -1.38 -0.61 -4.34
H -1.14 1.01 -5.14
H -1.68 1.05 -3.51
H 3.31 -0.33 -0.93
H 1.56 -1.00 -0.64
H 1.97 0.78 -0.62
C -3.06 -1.09 0.18
O -3.93 -0.48 1.14
C -4.36 -1.24 2.15
O -4.15 -2.59 2.37
O -5.32 -0.63 2.83
C -5.84 -1.35 3.92
H -3.61 -1.32 -0.67
H -2.82 -2.11 0.40
H -2.05 -0.58 -0.09
H -6.49 -2.20 3.67
H -6.41 -0.62 4.55
H -5.05 -1.76 4.44
C -1.78 1.81 -1.12
O -1.21 1.50 0.11
C -0.13 2.17 0.48
O 0.52 3.17 -0.27
O 0.36 2.04 1.75
C 1.60 2.65 2.09
H -2.22 0.90 -1.55
H -1.08 2.18 -1.82
H -2.54 2.63 -1.05
H 2.45 2.08 1.76
H 1.75 2.70 3.18
H 1.68 3.70 1.70
C 5.23 3.70 1.89
O 4.99 4.05 0.54
C 4.45 3.23 -0.37
O 4.39 1.85 -0.19
O 4.08 3.78 -1.50
C 3.28 3.01 -2.37
H 5.57 2.67 1.97
H 4.21 3.75 2.38
H 5.84 4.36 2.58
H 3.65 2.11 -2.86
H 2.98 3.70 -3.15
H 2.35 2.69 -1.83
C 0.25 -3.71 -0.46
O 1.34 -3.54 0.41
C 1.05 -3.44 1.80
O -0.23 -3.50 2.43
O 2.08 -3.05 2.46
C 1.92 -2.25 3.62
H 0.09 -4.73 -0.44
H 0.66 -3.42 -1.42
H -0.65 -3.14 -0.24
H 2.98 -1.98 3.95
H 1.57 -2.78 4.49
H 1.18 -1.47 3.47
C 5.15 -1.95 0.70
C 5.95 -1.06 1.64
C 5.17 -0.23 2.59
C 5.96 0.59 3.54
N 6.63 1.17 4.23
H 4.42 -2.62 1.12
H 5.83 -2.74 0.30
H 4.79 -1.32 -0.11
H 6.46 -0.34 1.01
H 6.61 -1.72 2.13
H 4.41 -0.85 3.15
H 4.69 0.53 1.93
C -8.00 -1.36 -3.40
C -7.24 -0.07 -3.32
C -5.89 -0.10 -2.65
C -5.13 1.06 -3.10
N -4.45 1.91 -3.45
H -8.93 -1.02 -3.88
H -8.11 -1.65 -2.38
H -7.62 -2.05 -4.03
H -7.86 0.83 -2.98
H -7.16 0.11 -4.38
H -5.32 -1.02 -3.02
H -6.03 -0.11 -1.58
```

Calculated values
Lowest unoccupied orbital energy ... 0.47 eV
Strongest force on any atom ... 9.3 eV/Å
Energy above the lowest of the compared OMol25 structures with the same formula, charge and spin ... 212.71 kcal per mole
HOMO level ... -10.089 eV
E_tot ... -58246.794 eV
Multiplicity ... 1

Here are the Löwdin charges for atoms 1 to 6, given in e: -0.02, -0.01, -0.27, -0.13, -0.04, -0.01

C23H44N2O3 | ωB97M-V/def2-TZVPD

```
72
C23H44N2O3, DFT ωB97M-V/def2-TZVPD
C -0.83 1.98 2.21
C -1.63 2.63 1.37
C -1.32 2.97 -0.02
C -1.19 2.17 -1.08
C -1.27 0.69 -1.30
C -2.75 0.24 -1.50
C -0.55 -0.19 -0.27
C 0.90 0.20 0.00
C 1.90 -0.55 -0.89
C -0.96 3.05 -2.27
O -0.69 2.75 -3.39
O -1.10 4.37 -1.88
C -1.14 4.38 -0.50
O -0.99 5.36 0.15
H 0.25 2.06 2.17
H -1.24 1.32 2.97
H -2.59 3.00 1.73
H -0.77 0.51 -2.25
H -2.95 -0.62 -0.86
H -2.89 -0.09 -2.53
H -3.46 1.05 -1.33
H -1.15 -0.28 0.64
H -0.54 -1.19 -0.71
H 1.07 1.27 -0.11
H 1.14 -0.05 1.04
H 1.80 -0.25 -1.93
H 2.91 -0.31 -0.56
H 1.73 -1.63 -0.80
C 5.20 2.96 -1.70
C 4.98 2.96 -0.20
N 5.64 1.87 0.48
C 5.20 1.69 1.86
C 5.49 2.81 2.86
C 7.07 1.76 0.25
C 7.95 2.97 0.61
H 4.93 2.00 -2.13
H 4.58 3.73 -2.17
H 6.24 3.17 -1.97
H 3.90 2.86 -0.02
H 5.26 3.95 0.20
H 5.63 0.76 2.23
H 4.12 1.52 1.83
H 6.54 2.84 3.15
H 4.91 2.64 3.77
H 5.21 3.79 2.47
H 7.23 1.53 -0.80
H 7.44 0.88 0.79
H 7.52 3.91 0.26
H 8.93 2.86 0.14
H 8.12 3.06 1.68
C -3.29 -4.40 1.52
C -4.76 -4.17 1.23
N -4.99 -3.38 0.03
C -6.36 -2.91 -0.10
C -7.47 -3.95 -0.28
C -4.37 -3.89 -1.18
C -4.74 -5.31 -1.63
H -2.74 -3.45 1.56
H -3.17 -4.89 2.49
H -2.81 -5.04 0.78
H -5.19 -3.62 2.07
H -5.27 -5.14 1.21
H -6.39 -2.20 -0.93
H -6.58 -2.32 0.80
H -7.47 -4.38 -1.28
H -8.44 -3.47 -0.13
H -7.39 -4.76 0.45
H -3.29 -3.85 -1.05
H -4.58 -3.19 -1.99
H -4.72 -6.02 -0.81
H -4.01 -5.66 -2.37
H -5.72 -5.36 -2.11
```

Calculated values
Lowest unoccupied orbital energy ... -0.58 eV
Strongest force on any atom ... 1.1 eV/Å
Energy above the lowest of the compared OMol25 structures with the same formula, charge and spin ... 0.00 kcal per mole
HOMO level ... -8.194 eV
E_tot ... -33685.773 eV
Multiplicity ... 1

Here are the Löwdin charges for atoms 1 to 6, given in e: 0.04, -0.09, -0.07, -0.05, -0.29, -0.02

C23H44N3O14P | ωB97M-V/def2-TZVPD

```
85
C23H44N3O14P, DFT ωB97M-V/def2-TZVPD
N 1.67 4.75 -0.28
C 0.23 5.12 -0.47
N -0.03 6.57 -0.14
N -0.12 4.96 -1.90
C -0.65 4.25 0.54
P -0.21 2.37 0.54
C 0.21 0.48 0.36
C 0.87 0.16 -1.10
C -0.22 0.03 -2.26
C -0.05 1.05 -3.48
O 1.30 1.52 -3.71
C 1.35 2.50 -4.71
O 0.67 3.53 -4.76
H 2.17 5.19 -1.07
H 2.02 5.18 0.60
H 0.19 7.06 -1.03
H 0.67 6.92 0.52
H -1.05 5.30 -2.12
H 0.06 4.02 -2.25
H -0.44 4.60 1.62
H -1.77 4.30 0.36
H -1.39 2.04 1.31
H -0.36 2.41 -0.90
H 0.99 2.62 1.27
H -0.67 -0.20 0.58
H 1.06 0.28 1.11
H 1.39 -0.86 -1.02
H 1.65 0.96 -1.26
H -1.24 0.27 -1.78
H -0.34 -1.04 -2.66
H -0.83 1.89 -3.37
H -0.36 0.47 -4.43
H 2.09 2.30 -5.57
C -1.10 -4.32 1.92
C -1.85 -3.34 2.81
C -3.34 -3.40 2.63
O -3.74 -2.07 2.96
C -2.68 -1.26 2.69
O -2.72 -0.07 2.68
O -1.55 -2.00 2.45
H -0.03 -4.25 2.12
H -1.42 -5.34 2.10
H -1.23 -4.08 0.87
H -1.57 -3.49 3.85
H -3.81 -4.12 3.30
H -3.65 -3.61 1.60
C -1.05 -0.58 -7.02
C -2.36 -0.93 -7.68
C -3.57 -0.58 -6.86
O -4.52 -1.54 -7.30
C -3.82 -2.63 -7.72
O -4.31 -3.69 -7.98
O -2.49 -2.34 -7.83
H -0.21 -0.83 -7.67
H -1.00 0.48 -6.78
H -0.90 -1.16 -6.10
H -2.41 -0.48 -8.68
H -3.92 0.43 -7.06
H -3.41 -0.70 -5.79
C 0.57 2.52 6.17
C 1.14 3.85 5.75
C 0.13 4.97 5.76
O 0.64 5.85 4.77
C 1.36 5.09 3.90
O 1.76 5.47 2.84
O 1.55 3.83 4.39
H 1.35 1.76 6.17
H 0.12 2.57 7.16
H -0.19 2.18 5.46
H 2.01 4.10 6.37
H 0.08 5.47 6.73
H -0.87 4.66 5.47
C 4.35 -7.15 3.85
C 3.55 -7.22 2.56
C 3.76 -6.04 1.66
O 2.52 -5.97 0.96
C 1.58 -6.53 1.77
O 0.40 -6.46 1.59
O 2.15 -7.16 2.83
H 4.19 -8.05 4.44
H 5.42 -7.06 3.64
H 4.04 -6.31 4.46
H 3.76 -8.17 2.04
H 4.58 -6.19 0.96
H 3.91 -5.10 2.20
```

Calculated values
Lowest unoccupied orbital energy ... 0.43 eV
Strongest force on any atom ... 3.6 eV/Å
Energy above the lowest of the compared OMol25 structures with the same formula, charge and spin ... 44.45 kcal per mole
HOMO level ... -7.221 eV
E_tot ... -66985.829 eV
Multiplicity ... 1

Here are the Löwdin charges for atoms 1 to 6, given in e: 0.05, -0.69, 0.04, 0.06, -0.34, 0.79